Version one
C5H7BrO | ωB97M-V/def2-TZVPD

```
14
Properties=species:S:1:pos:R:3:nbo_charge:R:1
C 1.222 0.201 -0.937 -0.630
C 0.390 0.857 0.113 -0.245
C 0.184 0.000 1.252 -0.211
Br -0.033 0.700 3.091 0.005
C -1.005 0.201 0.315 -0.366
C -1.458 -0.955 -0.619 0.441
O -0.876 -2.024 -0.790 -0.522
H 1.289 -0.840 -0.866 0.232
H 2.325 0.448 -0.788 0.221
H 0.972 0.365 -2.078 0.223
H 0.610 1.907 0.496 0.252
H 0.724 -0.966 1.204 0.249
H -1.818 0.808 0.455 0.233
H -2.527 -0.701 -0.849 0.118
```

Structure (SMILES)   C[C@@H]1[C@@H](Br)[C@@H]1C=O
Highest occupied orbital energy   -9.9348 eV
Multiplicity   1

---

Version two
C5H7BrO | ωB97M-V/def2-TZVPD

```
14
Properties=species:S:1:pos:R:3:nbo_charge:R:1
C -0.454 -1.866 0.218 -0.308
C 0.147 -0.695 0.127 -0.134
C 1.643 -0.249 0.114 -0.436
C 1.261 1.094 -0.503 -0.502
C -0.187 0.750 -0.169 0.611
O -1.163 1.446 0.033 -0.547
H 0.124 -2.842 0.473 0.213
H -1.542 -2.034 0.081 0.230
H 2.236 -0.965 -0.459 0.224
H 2.203 -0.009 1.007 0.230
H 1.573 1.380 -1.418 0.241
H 1.374 2.020 0.157 0.234
Br -4.347 0.732 0.151 -0.337
H -2.867 1.239 0.188 0.283
```

Structure (SMILES)   C=C1CCC1=O.Br
Highest occupied orbital energy   -9.9675 eV
Multiplicity   1

---

Stability check: which of them is most stable? version one.

---

Version one
C3H6N2 | ωB97M-V/def2-TZVPD

```
11
Properties=species:S:1:pos:R:3:nbo_charge:R:1
H -2.026 -0.389 0.360 0.354
N -1.052 -0.664 0.329 -0.554
C -0.348 0.245 -0.196 0.185
C 1.089 0.128 -0.435 -0.649
C -0.988 1.427 -0.676 0.199
N -1.594 2.362 -0.970 -0.258
H 1.686 1.039 -0.317 0.244
H 1.559 -0.768 -0.036 0.255
H 0.813 -0.051 -1.512 0.246
H 0.786 -1.725 1.922 -0.062
H 0.084 -1.622 1.669 0.041
```

Structure (SMILES)   [H]/N=C(/C)C#N.[H][H]
Highest occupied orbital energy   -10.8073 eV
Multiplicity   1

---

Version two
C3H6N2 | ωB97M-V/def2-TZVPD

```
11
Properties=species:S:1:pos:R:3:nbo_charge:R:1
C 0.080 1.179 -0.167 -0.262
C -0.918 -1.022 0.002 -0.444
N -0.147 0.077 0.602 -0.276
C 1.817 -0.559 0.464 0.087
N 2.715 -0.060 -0.088 -0.523
H -1.019 1.224 0.461 0.302
H 0.193 1.078 -1.246 0.212
H 0.609 1.997 0.313 0.240
H -1.959 -0.921 0.323 0.218
H -0.836 -1.045 -1.087 0.196
H -0.535 -1.948 0.423 0.252
```

Highest occupied orbital energy (spin up / spin down)   -9.8793 / -9.8798 eV
Multiplicity   1

---

Version three
C3H6N2 | ωB97M-V/def2-TZVPD

```
11
Properties=species:S:1:pos:R:3:nbo_charge:R:1
H 2.442 -1.116 -0.086 0.324
N 2.432 -0.120 -0.068 -0.681
C 1.255 0.376 0.038 0.296
N 0.047 -0.283 0.101 -0.612
C -1.182 0.331 -0.033 0.013
C -2.414 -0.180 -0.002 -0.497
H 1.129 1.434 0.127 0.161
H 0.075 -1.309 -0.022 0.393
H -1.061 1.421 -0.096 0.191
H -3.254 0.481 -0.151 0.214
H -2.633 -1.257 -0.018 0.198
```

Structure (SMILES)   [H]/N=C\NC=C
Highest occupied orbital energy   -8.6398 eV
Multiplicity   1

---

Version four
C3H6N2 | ωB97M-V/def2-TZVPD

```
11
Properties=species:S:1:pos:R:3:nbo_charge:R:1
C -1.655 1.150 -0.818 -0.251
C -0.233 0.824 -1.241 0.073
C -1.209 1.364 0.466 -0.028
N 0.263 1.192 -0.117 -0.400
N 1.506 -1.566 0.534 -1.153
H -2.610 1.055 -1.364 0.212
H 0.281 0.374 -2.004 0.190
H 1.190 -1.874 -0.382 0.364
H -1.411 1.924 1.347 0.216
H 2.311 -1.946 1.031 0.381
H 1.403 -0.488 0.477 0.396
```

Highest occupied orbital energy (spin up / spin down)   -8.9170 / -8.9164 eV
Multiplicity   1

---

Stability check: which of them is most stable? version three.

---

Version one
C3H6N2 | ωB97M-V/def2-TZVPD

```
11
Properties=species:S:1:pos:R:3:nbo_charge:R:1
C 0.912 1.084 -0.010 -0.594
C 0.168 -0.190 0.069 -0.034
N 0.785 -1.422 -0.044 -0.829
C -1.147 0.090 -0.050 0.315
N -2.327 -0.292 -0.009 -0.649
H -0.145 1.705 -0.100 0.221
H 1.711 1.083 -0.752 0.225
H 1.264 1.434 0.959 0.198
H 0.159 -2.215 -0.031 0.386
H 1.641 -1.536 0.480 0.384
H -3.021 0.258 -0.512 0.376
```

Structure (SMILES)   CC(N)=C=N
Highest occupied orbital energy (spin up / spin down)   -6.8392 / -6.8392 eV
Multiplicity   1

---

Version two
C3H6N2 | ωB97M-V/def2-TZVPD

```
11
Properties=species:S:1:pos:R:3:nbo_charge:R:1
C 2.343 -0.172 -0.101 -0.071
N 1.056 -0.328 0.279 -0.299
N 0.437 1.022 0.174 -0.285
C -0.797 0.742 -0.057 0.123
C -1.683 -0.506 -0.014 -0.669
H 2.929 -1.004 -0.136 0.165
H 2.950 0.875 -0.196 0.177
H -1.351 1.674 -0.094 0.171
H -1.241 -1.479 -0.034 0.240
H -2.339 -0.373 -0.757 0.216
H -2.304 -0.451 0.936 0.231
```

Structure (SMILES)   C=N/N=C\C
Highest occupied orbital energy   -9.8120 eV
Multiplicity   1

---

Stability check: which of them is most stable? version two.